DFT (ωB97M-V/def2-TZVPD) results for a single C14H16N2OS molecule at a distorted geometry.

Element x y z (Å)
C1 -0.410 -3.162 4.488
C2 0.055 -2.916 3.105
N1 0.736 -3.736 2.395
C3 1.033 -3.272 1.156
C4 0.552 -2.009 0.886
C5 0.707 -1.230 -0.356
O1 1.307 -1.671 -1.319
N2 0.120 -0.001 -0.298
C6 0.063 1.006 -1.267
C7 0.662 0.851 -2.512
C8 0.584 1.870 -3.440
C9 -0.086 3.038 -3.133
C10 -0.692 3.211 -1.894
C11 -0.622 2.190 -0.946
C12 -1.264 2.334 0.409
H1 -2.018 1.560 0.566
H2 -0.519 2.259 1.203
H3 -1.755 3.295 0.511
C13 -1.408 4.502 -1.613
H4 -1.345 5.158 -2.477
H5 -2.461 4.326 -1.398
H6 -0.963 5.018 -0.763
H7 -0.143 3.832 -3.864
H8 1.050 1.750 -4.407
H9 1.182 -0.063 -2.741
H10 -0.346 0.230 0.568
S1 -0.309 -1.413 2.282
C14 1.820 -4.143 0.247
H11 1.275 -5.070 0.076
H12 2.000 -3.639 -0.696
H13 2.766 -4.396 0.722
H14 -1.096 -4.009 4.501
H15 -0.914 -2.286 4.887
H16 0.439 -3.414 5.122

Calculated values
Kohn-Sham gap = 8.6 eV
spin multiplicity = 1
HOMO = -8.3 eV
SMILES = Cc1nc(C)c(C(=O)Nc2cccc(C)c2C)s1
relative energy (zero: lowest compared OMol25 entry of this formula, charge and spin) = 0.0 kcal per mole



DFT (ωB97M-V/def2-TZVPD) results for a single ClH3NPS molecule at a distorted geometry.

Element x y z (Å)
N1 -0.521 -0.094 -0.079
P1 0.988 -0.494 -0.947
S1 -1.406 1.325 -0.216
Cl1 2.154 0.442 0.448
H1 -1.056 -0.974 0.222
H2 0.830 -1.909 -0.472
H3 -0.991 1.704 1.044

Calculated values
Kohn-Sham gap = 9.7 eV
spin multiplicity = 1
HOMO = -9.3 eV
SMILES = SNPCl
relative energy (zero: lowest compared OMol25 entry of this formula, charge and spin) = 29.5 kcal per mole



DFT (ωB97M-V/def2-TZVPD) results for a molecular structure, C20H36Cl2N2O3PSm at a distorted geometry.

Element x y z (Å)
O1 0.834 -0.207 -3.621
C1 -0.335 0.272 -3.510
C2 -0.462 1.703 -3.994
C3 0.180 2.707 -3.275
H1 0.500 2.495 -2.266
C4 0.458 3.929 -3.875
H2 0.990 4.690 -3.307
C5 0.007 4.207 -5.171
H3 0.204 5.185 -5.642
C6 -0.674 3.203 -5.855
H4 -1.050 3.408 -6.879
C7 -0.945 1.963 -5.276
H5 -1.472 1.179 -5.818
H6 -1.077 -0.443 -4.064
C8 -2.710 -1.075 -2.118
C9 -1.881 0.168 -1.796
H7 -3.526 -0.652 -2.765
H8 -3.194 -1.582 -1.252
H9 -2.227 -1.893 -2.672
C10 -2.475 1.380 -1.624
C11 -3.873 1.583 -1.187
H10 -2.001 2.352 -1.798
H11 -4.463 2.102 -1.921
H12 -3.943 2.246 -0.346
H13 -4.482 0.736 -0.913
Sm1 -1.009 -0.052 0.214
Cl1 0.242 2.219 0.469
Cl2 -3.127 -0.129 1.470
H14 4.635 1.197 -2.634
H15 4.712 1.841 -0.101
C12 3.557 1.320 -2.465
C13 3.636 1.659 0.007
N1 3.172 0.856 -1.139
H16 2.989 0.729 -3.208
C14 2.337 -0.165 -0.980
O2 1.545 -0.347 -0.054
H17 3.431 1.097 0.935
H18 2.403 -0.914 -1.827
H19 3.315 2.383 -2.583
H20 3.105 2.624 0.028
H21 -0.450 -5.634 0.604
H22 1.368 -5.868 -1.265
C15 -0.999 -5.061 -0.169
C16 0.768 -5.178 -1.875
N2 -0.057 -4.346 -1.020
H23 -1.720 -4.370 0.317
C17 0.145 -3.046 -0.965
O3 -0.437 -2.297 -0.106
H24 1.418 -4.519 -2.448
H25 0.827 -2.653 -1.759
H26 -1.543 -5.786 -0.796
H27 0.138 -5.771 -2.551
C18 -1.163 -1.241 4.302
P1 -0.053 -0.366 3.151
C19 0.107 1.271 3.947
C20 1.546 -1.153 3.522
H28 -2.166 -0.818 4.190
H29 -0.843 -1.175 5.347
H30 -1.208 -2.290 3.993
H31 0.450 1.168 4.983
H32 0.797 1.893 3.367
H33 -0.873 1.758 3.920
H34 1.798 -1.039 4.585
H35 1.473 -2.219 3.268
H36 2.325 -0.707 2.889

Calculated values
Kohn-Sham gap (spin up / spin down) = 7.5 / 7.6 eV
⟨S²⟩ = 8.7639
spin multiplicity = 6
HOMO (spin up / spin down) = -7.4 / -7.4 eV



DFT (ωB97M-V/def2-TZVPD) results for a single C2H5N3S2 molecule at a distorted geometry.

Element x y z (Å)
C1 0.335 0.830 0.953
C2 -0.366 -1.720 0.305
H1 -1.711 2.253 -0.505
H2 -0.817 0.809 -1.132
H3 0.899 0.532 1.755
H4 2.035 -0.489 -1.356
H5 0.041 -2.605 0.016
N1 -0.752 1.870 -0.760
N2 -0.331 1.797 0.545
N3 0.537 -0.605 0.265
S1 2.211 -1.055 -0.125
S2 -2.081 -1.618 0.038

Calculated values
Kohn-Sham gap = 8.5 eV
spin multiplicity = 1
HOMO = -8.8 eV
SMILES = N/N=C\N(S)C=S
relative energy (zero: lowest compared OMol25 entry of this formula, charge and spin) = 115.9 kcal per mole



DFT (ωB97M-V/def2-TZVPD) results for a gas-phase ion, C4H9N4 (charge +1) at a distorted geometry.

Element x y z (Å)
C1 0.691 1.678 -0.030
C2 1.062 0.382 -0.158
C3 -1.113 0.294 0.032
C4 0.078 -1.910 0.184
N1 -0.068 -0.463 0.014
N2 -0.631 1.822 -0.136
N3 2.308 -0.179 -0.105
N4 -2.387 0.029 -0.138
H1 1.221 2.613 0.025
H2 0.993 -1.932 0.785
H3 -0.896 -2.216 0.436
H4 0.232 -2.283 -0.736
H5 -1.022 2.564 0.398
H6 2.964 0.380 0.311
H7 2.603 -0.806 -0.884
H8 -2.938 -0.671 0.347
H9 -3.097 0.696 -0.344

Calculated values
Kohn-Sham gap = 8.9 eV
spin multiplicity = 1
HOMO = -12.0 eV
net charge = +1
SMILES = Cn1c(N)c[nH]c1=[NH2+]
relative energy (zero: lowest compared OMol25 entry of this formula, charge and spin) = 35.3 kcal per mole



DFT (ωB97M-V/def2-TZVPD) results for a single C14H13N3O2S molecule at a distorted geometry.

Element x y z (Å)
S1 2.555 2.088 0.867
C1 1.329 0.980 0.822
N1 1.524 -0.345 0.662
H1 0.723 -0.896 0.382
C2 2.823 -0.907 0.348
C3 3.032 -0.990 -1.142
C4 2.519 -2.054 -1.877
N2 2.624 -2.158 -3.189
C5 3.252 -1.195 -3.842
C6 3.802 -0.087 -3.217
C7 3.686 0.018 -1.840
H2 4.090 0.868 -1.311
H3 4.306 0.676 -3.790
H4 3.314 -1.324 -4.915
H5 2.001 -2.870 -1.386
H6 2.877 -1.902 0.799
H7 3.575 -0.257 0.800
N3 0.052 1.434 0.959
C8 -1.145 0.728 1.105
C9 -1.217 -0.474 1.801
C10 -2.422 -1.158 1.949
C11 -3.543 -0.595 1.395
C12 -3.482 0.627 0.719
C13 -2.303 1.307 0.559
H8 -2.265 2.248 0.037
O1 -4.730 0.970 0.286
C14 -5.587 -0.073 0.704
O2 -4.836 -1.046 1.398
H9 -6.064 -0.533 -0.177
H10 -6.366 0.334 1.367
H11 -2.473 -2.087 2.491
H12 -0.335 -0.870 2.278
H13 -0.024 2.441 0.913

Calculated values
Kohn-Sham gap = 8.6 eV
spin multiplicity = 1
HOMO = -8.0 eV
SMILES = S=C(NCc1cccnc1)Nc1ccc2c(c1)OCO2
relative energy (zero: lowest compared OMol25 entry of this formula, charge and spin) = 27.4 kcal per mole



DFT (ωB97M-V/def2-TZVPD) results for a molecular structure, C15H14ClN3O at a distorted geometry.

Element x y z (Å)
N1 0.202 -2.270 0.360
C1 0.660 -1.068 0.721
N2 2.009 -0.903 0.861
C2 2.069 0.439 1.573
C3 3.109 1.332 1.998
C4 2.981 2.406 2.725
C5 1.671 2.879 2.995
C6 0.670 2.294 2.282
C7 0.897 1.052 1.731
N3 -0.094 0.038 1.239
C8 -1.272 0.074 1.101
H1 -1.720 0.575 2.046
H2 -2.022 -0.643 0.877
C9 -1.785 1.116 0.024
O1 -1.133 1.106 -1.243
C10 -1.177 -0.225 -1.708
C11 -0.160 -0.415 -2.499
C12 0.104 -1.596 -3.242
C13 -0.869 -2.555 -3.554
C14 -2.031 -2.357 -2.631
C15 -2.175 -1.017 -1.971
Cl1 -3.644 -1.012 -1.025
H3 -2.806 -3.054 -2.762
H4 -0.752 -3.527 -3.857
H5 1.226 -1.656 -4.104
H6 0.755 0.242 -2.568
H7 -1.643 2.283 0.421
H8 -2.813 1.142 -0.191
H9 -0.368 2.585 2.628
H10 1.555 3.819 3.282
H11 3.954 2.928 2.882
H12 4.246 0.848 1.877
H13 0.984 -2.835 -0.041
H14 -0.628 -2.026 -0.227

Calculated values
Kohn-Sham gap = 8.6 eV
spin multiplicity = 1
HOMO = -8.3 eV
relative energy (zero: lowest compared OMol25 entry of this formula, charge and spin) = 154.0 kcal per mole



DFT (ωB97M-V/def2-TZVPD) results for a molecular structure, C38H49Cl3Ge2N2O7PSSn at a distorted geometry.

Element x y z (Å)
Sn1 -0.783 1.167 0.105
C1 -0.292 0.000 4.700
C2 -0.046 0.898 3.497
O1 -0.866 0.820 2.578
C3 1.093 1.781 3.513
C4 1.839 1.951 4.696
C5 2.949 2.753 4.763
C6 3.394 3.407 3.602
C7 2.705 3.268 2.430
C8 1.506 2.489 2.329
O2 0.876 2.499 1.226
H1 -1.073 -0.711 4.437
H2 -0.616 0.593 5.557
H3 0.613 -0.547 4.958
H4 1.520 1.449 5.600
H5 3.487 2.865 5.697
H6 4.290 4.018 3.635
H7 3.036 3.763 1.525
N1 2.919 1.495 -3.355
C9 2.296 0.763 -2.356
N2 1.427 -0.186 -2.782
O3 2.608 0.912 -1.173
H8 2.380 1.617 -4.203
H9 3.398 2.316 -3.029
H10 1.073 -0.097 -3.723
H11 0.754 -0.510 -2.035
O4 -0.408 2.239 -2.329
S1 -0.007 3.649 -2.687
C10 1.301 4.129 -1.492
C11 0.764 5.232 -0.588
C12 -0.730 4.970 -0.451
C13 -1.229 4.729 -1.862
H12 2.175 4.438 -2.067
H13 1.541 3.223 -0.937
H14 0.926 6.217 -1.042
H15 1.258 5.203 0.384
H16 -1.261 5.799 0.026
H17 -0.865 4.067 0.148
H18 -1.270 5.649 -2.451
H19 -2.185 4.219 -1.942
Cl1 -3.420 0.370 -6.073
Ge1 -1.897 1.189 -4.336
Cl2 -0.029 1.485 -5.806
Cl3 -2.532 3.430 -4.714
C14 -6.772 -0.845 -3.161
C15 -5.329 -1.233 -2.903
O5 -4.955 -0.841 -1.584
P1 -3.379 -0.365 -1.343
O6 -3.503 1.224 -1.644
C16 -4.410 2.064 -0.919
C17 -5.273 2.860 -1.882
O7 -3.540 -0.267 0.277
C18 -3.299 -1.412 1.091
C19 -3.677 -1.043 2.513
H20 -7.050 -1.159 -4.168
H21 -6.889 0.236 -3.089
H22 -7.435 -1.314 -2.433
H23 -4.687 -0.757 -3.650
H24 -5.210 -2.319 -2.996
H25 -3.800 2.733 -0.302
H26 -5.023 1.453 -0.256
H27 -4.659 3.227 -2.703
H28 -5.736 3.706 -1.370
H29 -6.055 2.229 -2.306
H30 -2.235 -1.676 1.042
H31 -3.897 -2.256 0.732
H32 -3.084 -0.181 2.812
H33 -3.473 -1.875 3.188
H34 -4.736 -0.782 2.566
C20 -0.063 -0.817 -0.488
Ge2 1.381 -1.852 0.264
C21 2.983 -2.230 -0.894
C22 4.293 -2.160 -0.432
C23 5.361 -2.576 -1.217
C24 5.133 -3.080 -2.488
C25 3.831 -3.156 -2.966
C26 2.773 -2.743 -2.173
C27 0.800 -3.797 0.229
C28 -0.460 -4.185 -0.216
C29 -0.782 -5.525 -0.400
C30 0.161 -6.509 -0.143
C31 1.424 -6.143 0.306
C32 1.732 -4.803 0.488
C33 2.229 -1.746 2.073
C34 3.163 -0.750 2.350
C35 3.833 -0.718 3.564
C36 3.544 -1.657 4.544
C37 2.582 -2.629 4.301
C38 1.938 -2.672 3.071
H35 4.488 -1.786 0.565
H36 6.372 -2.503 -0.833
H37 5.963 -3.416 -3.099
H38 3.641 -3.558 -3.955
H39 1.760 -2.819 -2.550
H40 -1.192 -3.414 -0.438
H41 -1.766 -5.802 -0.761
H42 -0.081 -7.555 -0.300
H43 2.172 -6.905 0.497
H44 2.727 -4.526 0.821
H45 3.363 0.006 1.597
H46 4.585 0.041 3.745
H47 4.058 -1.631 5.499
H48 2.346 -3.360 5.068
H49 1.199 -3.443 2.880

Calculated values
Kohn-Sham gap (spin up / spin down) = 5.9 / 5.5 eV
⟨S²⟩ = 0.7562
spin multiplicity = 2
HOMO (spin up / spin down) = -1.8 / -1.4 eV
net charge = -2
relative energy (zero: lowest compared OMol25 entry of this formula, charge and spin) = 50.7 kcal per mole



DFT (ωB97M-V/def2-TZVPD) results for a molecular structure, C47H46BrF4GeN9OPPbS2 at a distorted geometry.

Element x y z (Å)
Pb1 2.071 -1.076 -1.579
S1 -0.810 -1.581 -1.408
C1 -0.464 -2.537 -2.773
S2 1.060 -3.100 -3.205
C2 -1.519 -2.808 -3.628
C3 -1.489 -3.315 -4.930
N1 -1.516 -3.594 -6.054
C4 -2.843 -2.313 -3.409
N2 -3.976 -1.997 -3.323
N3 0.928 -4.968 0.902
C5 1.640 -4.513 -0.119
N4 2.286 -3.395 0.217
C6 1.888 -3.206 1.465
N5 1.061 -4.133 1.963
C7 2.384 -2.084 2.168
C8 3.651 -1.491 1.801
N6 4.131 -0.455 2.480
C9 3.515 -0.142 3.619
C10 2.433 -0.817 4.078
N7 1.693 -1.657 3.286
H1 0.544 -5.936 0.944
H2 1.757 -4.982 -1.094
H3 4.211 -1.750 0.899
H4 3.887 0.658 4.169
H5 2.009 -0.615 5.089
C11 1.724 1.821 -5.195
C12 2.615 1.313 -6.156
C13 3.638 0.446 -5.839
C14 3.673 -0.107 -4.496
N8 2.715 0.340 -3.639
C15 1.795 1.268 -3.903
C16 4.674 -1.122 -3.974
C17 5.954 -1.285 -4.566
C18 6.868 -2.121 -3.982
C19 6.457 -2.852 -2.819
C20 5.235 -2.571 -2.266
N9 4.361 -1.699 -2.770
H6 0.987 2.577 -5.408
H7 2.478 1.650 -7.199
H8 4.331 0.057 -6.597
H9 1.197 1.593 -3.085
H10 6.143 -0.775 -5.497
H11 7.844 -2.183 -4.449
H12 7.106 -3.592 -2.358
H13 5.011 -3.073 -1.359
F1 -4.751 4.647 -6.731
C21 -4.134 4.107 -5.654
C22 -4.169 4.873 -4.441
F2 -4.666 6.134 -4.423
C23 -3.645 4.401 -3.234
F3 -3.713 5.119 -2.073
C24 -3.004 3.142 -3.244
P1 -2.245 2.394 -1.734
C25 -1.112 3.775 -1.193
C26 -0.823 3.930 0.172
C27 0.123 4.960 0.510
C28 0.724 5.737 -0.476
C29 0.486 5.502 -1.810
C30 -0.492 4.550 -2.172
C31 -3.659 2.430 -0.580
C32 -4.477 1.254 -0.616
C33 -5.438 1.031 0.372
C34 -5.823 2.107 1.185
C35 -5.053 3.241 1.248
C36 -3.988 3.424 0.323
C37 -2.739 2.532 -4.490
Br1 -1.741 0.891 -4.526
C38 -3.238 3.044 -5.614
F4 -3.038 2.439 -6.824
H14 -1.343 3.437 0.997
H15 0.383 5.109 1.534
H16 1.343 6.615 -0.282
H17 0.998 6.161 -2.526
H18 -0.843 4.457 -3.244
H19 -4.380 0.551 -1.415
H20 -5.921 0.041 0.507
H21 -6.741 1.984 1.742
H22 -5.285 4.069 1.861
H23 -3.450 4.401 0.206
C39 4.320 3.097 0.134
O1 3.632 1.798 0.013
H24 5.416 2.919 0.471
H25 3.894 3.801 0.800
H26 4.304 3.525 -0.871
H27 3.947 1.294 0.767
C40 -1.603 -6.499 3.303
C41 -2.108 -5.761 4.525
C42 -1.898 -4.234 4.492
C43 -0.580 -3.587 4.712
Ge1 -0.206 -2.038 3.641
C44 -1.150 -0.609 4.450
C45 -1.867 -0.750 5.779
C46 -2.351 0.625 6.386
C47 -1.301 1.486 6.974
H28 -2.076 -6.176 2.330
H29 -1.833 -7.552 3.411
H30 -0.499 -6.497 3.163
H31 -1.611 -6.177 5.408
H32 -3.185 -5.956 4.670
H33 -2.579 -3.803 5.234
H34 -2.320 -3.868 3.579
H35 0.251 -4.199 4.353
H36 -0.278 -3.302 5.757
H37 -0.691 -2.030 2.190
H38 -1.784 -0.197 3.614
H39 -0.351 0.144 4.614
H40 -1.152 -1.109 6.501
H41 -2.713 -1.421 5.819
H42 -3.081 0.429 7.162
H43 -2.952 1.173 5.665
H44 -0.630 0.830 7.567
H45 -1.745 2.208 7.735
H46 -0.707 2.067 6.301

Calculated values
Kohn-Sham gap = 4.2 eV
spin multiplicity = 1
HOMO = -9.1 eV
net charge = +1
relative energy (zero: lowest compared OMol25 entry of this formula, charge and spin) = 17.6 kcal per mole